C11H25N3Sn | ωB97M-V with the def2-TZVPD basis set

Geometry (Å):
H -2.55521 2.02416 -2.19304
H 0.75856 -3.76101 -0.91051
C 0.96489 -3.07977 -0.08028
H 1.34953 -3.68133 0.74424
H -0.98401 2.80631 -2.47324
N -0.55764 0.96557 0.51614
C -1.08470 1.89501 0.08516
H -0.49524 -1.13660 -1.31200
C 1.99980 -2.05691 -0.51328
C -1.05607 -1.91458 -0.79734
C 2.93798 0.11865 0.02243
H 2.29222 0.57108 -0.72908
H -0.70889 4.41433 0.93735
H 2.91195 -2.57946 -0.81413
H 1.64576 -1.49728 -1.37822
H -1.99786 -1.49158 -0.45181
H 0.09726 4.21820 -0.63490
H -2.44939 3.78183 -2.33097
C -1.75069 3.06092 -0.43867
C -1.94113 2.89363 -1.95963
H 4.08950 -2.10796 1.12025
H 3.11094 0.84277 0.81793
N -0.29010 -2.43070 0.36217
H -2.99837 3.27869 1.35198
H -1.39819 -4.24547 0.46385
H -0.58569 -3.78877 1.96934
H -2.04161 -2.92231 1.44621
C -1.12630 -3.40404 1.10467
H 3.89832 -0.12273 -0.43890
N 2.29769 -1.09697 0.57335
H 2.68379 -2.52127 2.11304
C -3.11734 3.17518 0.27380
H -1.38308 5.17394 -0.50720
Sn 0.31360 -0.66447 1.82741
H -3.74817 2.31254 0.06130
C 3.18806 -1.70779 1.58912
C -0.86741 4.29076 -0.13359
H -1.27135 -2.72231 -1.50051
H -3.61724 4.06661 -0.10188
H 3.48582 -0.95684 2.31944

Properties
Total energy in eV: -22099.65697
Highest occupied orbital energy in eV: -17.05
Charge: +2
F_max in eV Å⁻¹: 0.8
HOMO-LUMO gap in eV: 9.71

Atomic partial charges in e from the natural (NBO) method, atoms 1 to 6:
1 H 0.23
2 H 0.25
3 C -0.26
4 H 0.23
5 H 0.23
6 N -0.66